No. 1
The following is a DFT calculation (ωB97M-V/def2-TZVPD) of C39H39AsN11S2Y as an isolated structure.

* relative energy (zero: lowest compared OMol25 entry of this formula, charge and spin): 0.0 kJ/mol
* E_HOMO: -0.4485 Eh
* total energy: -141014.3576 eV
* gap between HOMO and LUMO: 6.85 eV
* max |F|: 0.52 eV Å⁻¹
* net charge: +2

Last column: Mulliken charge in e.
CARTESIAN COORDINATES (ANGSTROEM)
1 Y 0.35 0.32 0.12  -0.49
2 S -0.29 -2.10 -0.74  -0.42
3 C 0.41 -3.23 0.44  0.43
4 C -0.33 -4.35 0.82  -0.72
5 C 0.17 -5.25 1.74  -0.70
6 C 1.43 -5.06 2.30  -0.77
7 C 2.18 -3.95 1.92  -0.38
8 C 1.68 -3.04 1.00  0.32
9 As 2.65 -1.50 0.37  2.36
10 C 3.67 -2.21 -1.11  0.41
11 C 4.72 -3.10 -0.90  -0.35
12 C 5.43 -3.60 -1.98  -0.82
13 C 5.10 -3.22 -3.28  -0.50
14 C 4.04 -2.35 -3.49  -0.92
15 C 3.33 -1.85 -2.41  0.64
16 C 4.00 -1.17 1.73  0.31
17 C 3.67 -1.29 3.08  -0.34
18 C 4.60 -0.96 4.06  -0.86
19 C 5.86 -0.49 3.71  -0.70
20 C 6.18 -0.36 2.36  -0.72
21 C 5.26 -0.70 1.38  -0.97
22 H -1.31 -4.51 0.38  0.49
23 H -0.41 -6.12 2.01  0.43
24 H 1.83 -5.77 3.01  0.47
25 H 3.17 -3.81 2.34  0.46
26 H 4.99 -3.41 0.10  0.43
27 H 6.24 -4.30 -1.81  0.43
28 H 5.65 -3.62 -4.12  0.42
29 H 3.76 -2.08 -4.50  0.46
30 H 2.46 -1.23 -2.59  -0.67
31 H 2.70 -1.68 3.38  0.49
32 H 4.35 -1.10 5.11  0.49
33 H 6.58 -0.25 4.47  0.44
34 H 7.16 -0.01 2.08  0.45
35 H 5.54 -0.61 0.34  0.44
36 C -1.82 -2.37 3.78  -1.03
37 N -1.03 -1.24 4.29  0.14
38 C -0.88 -1.08 5.73  -1.16
39 C -0.41 -0.46 3.39  0.39
40 N -0.54 -0.56 2.11  0.19
41 N 0.43 0.52 3.93  0.03
42 C 1.40 1.24 3.27  0.10
43 N 2.21 1.94 4.10  -0.41
44 N 1.49 1.27 1.98  0.65
45 H -2.16 -2.97 4.62  0.33
46 H -1.21 -3.00 3.13  0.35
47 H -2.70 -2.02 3.23  0.34
48 H -1.61 -1.71 6.23  0.32
49 H -1.10 -0.06 6.04  0.43
50 H 0.11 -1.38 6.07  0.37
51 H -1.15 -1.32 1.84  0.13
52 H 0.47 0.55 4.93  0.20
53 H 2.24 1.77 5.09  0.19
54 H 3.00 2.43 3.71  0.22
55 H 2.31 1.80 1.70  0.00
56 S -4.83 4.86 -3.91  0.21
57 N -3.86 3.70 -4.43  -0.67
58 C -3.24 3.20 -3.37  0.70
59 C -2.28 2.13 -3.39  0.50
60 C -1.90 1.46 -4.55  -0.61
61 C -0.99 0.43 -4.46  -1.24
62 C -0.48 0.10 -3.21  -0.09
63 N -0.82 0.73 -2.09  0.37
64 C -1.71 1.73 -2.17  -0.47
65 C -2.11 2.38 -0.91  -0.41
66 N -1.54 1.93 0.22  -0.01
67 C -1.91 2.48 1.38  0.11
68 C -2.84 3.50 1.48  -1.15
69 C -3.43 3.98 0.32  -0.60
70 C -3.06 3.41 -0.90  0.69
71 C -3.63 3.82 -2.16  0.74
72 N -4.52 4.78 -2.33  -0.66
73 H -2.32 1.75 -5.50  0.57
74 H -0.68 -0.13 -5.33  0.52
75 H 0.21 -0.73 -3.09  0.34
76 H -1.43 2.08 2.27  0.19
77 H -3.10 3.90 2.45  0.51
78 H -4.16 4.77 0.35  0.57
79 C 3.95 2.77 -3.79  -1.39
80 C 3.02 2.86 -2.63  0.73
81 C 2.49 3.94 -1.95  -1.36
82 C 1.72 3.41 -0.91  0.28
83 N 1.75 2.08 -0.95  0.53
84 N 2.55 1.77 -2.00  0.11
85 C 0.94 4.18 0.10  -1.01
86 H 4.23 3.76 -4.12  0.38
87 H 3.47 2.25 -4.62  0.31
88 H 4.85 2.23 -3.51  0.32
89 H 2.66 4.98 -2.17  0.54
90 H 2.83 0.81 -2.16  -0.10
91 H 1.51 5.04 0.44  0.48
92 H 0.70 3.56 0.97  0.05
93 H 0.00 4.55 -0.32  0.20


No. 2
The following is a DFT calculation (ωB97M-V/def2-TZVPD) of C39H39BrN6O4STi as an isolated structure in a non-equilibrium geometry.

* relative energy (zero: lowest compared OMol25 entry of this formula, charge and spin): 739.4 kJ/mol
* E_HOMO (spin up / spin down): -0.2864 / -0.3570 Eh
* total energy: -162191.8325 eV
* gap between HOMO and LUMO (spin up / spin down): 4.33 / 6.26 eV
* max |F|: 2.56 eV Å⁻¹
* net charge: +1
* multiplicity: 2

Last column: Löwdin spin population.
CARTESIAN COORDINATES (ANGSTROEM)
1 Ti 0.27 -0.64 -0.55  0.04
2 C 1.55 -0.22 6.24  0.00
3 C 1.52 -0.49 4.77  0.00
4 C 2.64 -0.28 3.99  0.00
5 C 2.67 -0.58 2.62  0.00
6 C 3.76 -0.39 1.74  0.00
7 N 4.74 0.51 1.79  0.00
8 C 4.68 1.78 2.47  0.00
9 C 4.10 2.85 1.53  0.01
10 C 3.42 3.97 2.34  0.02
11 N 2.26 3.46 3.07  0.19
12 C 1.27 2.77 2.47  0.37
13 C 0.80 3.03 1.17  0.03
14 C 0.91 4.33 0.59  0.08
15 C 0.64 4.58 -0.73  -0.01
16 C 0.79 5.96 -1.30  -0.01
17 C 0.22 3.52 -1.55  0.11
18 C 0.05 2.26 -1.02  0.00
19 C -0.36 1.06 -1.76  -0.01
20 N -1.73 0.74 -1.46  0.00
21 C -2.91 1.14 -0.69  0.00
22 C -3.42 -1.69 -0.01  0.00
23 C -2.35 -2.57 0.59  0.00
24 N -1.16 -1.84 0.95  0.00
25 C -0.89 -1.78 2.21  0.00
26 C 0.31 -1.26 2.80  0.00
27 C 0.36 -0.97 4.17  0.00
28 C 1.48 -1.13 2.00  0.00
29 O 1.48 -1.46 0.77  0.00
30 C 0.30 1.98 0.35  0.09
31 O 0.19 0.73 0.71  0.01
32 H 2.40 0.40 6.51  0.00
33 H 1.62 -1.15 6.80  0.00
34 H 0.64 0.28 6.56  0.00
35 H 3.55 0.04 4.48  0.00
36 H 3.78 -1.06 0.89  0.00
37 H 5.37 0.50 1.00  0.00
38 H 5.68 2.05 2.80  0.00
39 H 4.03 1.68 3.33  0.00
40 H 3.36 2.40 0.87  0.00
41 H 4.88 3.28 0.90  0.00
42 H 3.12 4.76 1.65  0.00
43 H 4.11 4.40 3.06  0.00
44 H 2.45 3.20 4.02  0.00
45 H 0.84 1.95 3.03  0.02
46 H 1.14 5.15 1.25  0.00
47 H 1.25 6.63 -0.58  0.00
48 H -0.19 6.36 -1.57  0.00
49 H 1.40 5.94 -2.20  0.00
50 H 0.02 3.70 -2.60  0.01
51 H -0.22 1.15 -2.85  0.00
52 H -3.36 2.08 -1.02  0.00
53 H -2.28 1.84 1.04  0.00
54 H -5.29 -1.91 -0.50  0.00
55 H -3.71 -0.88 0.67  0.00
56 H -2.09 -3.36 -0.12  0.00
57 H -2.79 -3.07 1.48  0.00
58 H -1.62 -2.19 2.93  0.00
59 H -0.52 -1.13 4.77  0.00
60 O -2.74 1.06 0.70  0.00
61 S -2.56 -0.62 -1.50  0.00
62 O -4.47 -2.42 -0.51  0.00
63 N -1.31 -1.55 -1.92  0.00
64 C -1.23 -2.87 -2.23  0.00
65 C -2.25 -3.68 -2.71  0.00
66 C -2.02 -5.04 -2.95  0.00
67 C -0.79 -5.61 -2.73  0.00
68 C 0.28 -4.82 -2.28  0.00
69 C 1.59 -5.31 -2.07  0.00
70 C 2.56 -4.44 -1.66  0.00
71 C 2.24 -3.10 -1.44  0.00
72 N 1.03 -2.60 -1.59  0.00
73 C 0.06 -3.44 -2.03  0.00
74 C -3.64 -0.32 -2.97  0.00
75 C -3.34 0.83 -3.69  0.00
76 C -4.09 1.16 -4.80  0.00
77 C -5.16 0.37 -5.18  0.00
78 C -5.46 -0.77 -4.44  0.00
79 C -4.70 -1.12 -3.34  0.00
80 H -3.23 -3.28 -2.89  0.00
81 H -2.84 -5.65 -3.30  0.00
82 H -0.62 -6.66 -2.91  0.00
83 H 1.79 -6.36 -2.25  0.00
84 H 3.58 -4.78 -1.50  0.00
85 H 3.02 -2.41 -1.14  0.00
86 H -2.52 1.46 -3.39  0.00
87 H -3.84 2.05 -5.36  0.00
88 H -5.76 0.63 -6.03  0.00
89 H -6.29 -1.39 -4.73  0.00
90 H -4.95 -2.01 -2.79  0.00
91 Br 2.53 0.30 -1.26  0.00


No. 3
The following is a DFT calculation (ωB97M-V/def2-TZVPD) of C39H39CrF3GeO3 as an isolated structure in a non-equilibrium geometry.

* relative energy (zero: lowest compared OMol25 entry of this formula, charge and spin): 33.7 kJ/mol
* E_HOMO (spin up / spin down): -0.0336 / -0.0827 Eh
* total energy: -140307.8809 eV
* gap between HOMO and LUMO (spin up / spin down): 4.92 / 6.26 eV
* max |F|: 1.41 eV Å⁻¹
* net charge: -2
* multiplicity: 5

Last column: Löwdin spin population.
CARTESIAN COORDINATES (ANGSTROEM)
1 Cr -1.17 -2.16 -0.10  3.67
2 F 8.37 -2.01 -0.70  0.00
3 C 7.75 -1.08 0.07  0.00
4 F 8.26 -1.25 1.31  0.00
5 F 8.17 0.12 -0.37  0.00
6 C 6.27 -1.22 0.04  0.02
7 C 5.45 -0.20 -0.40  0.00
8 C 4.07 -0.35 -0.43  0.02
9 C 3.46 -1.55 -0.01  0.01
10 C 4.32 -2.58 0.43  0.01
11 C 5.69 -2.42 0.45  0.00
12 C 2.05 -1.72 -0.04  0.05
13 C 0.83 -1.89 -0.06  0.00
14 H 5.89 0.74 -0.73  0.00
15 H 3.43 0.45 -0.76  0.00
16 H 3.87 -3.51 0.76  0.00
17 H 6.33 -3.22 0.80  0.00
18 O -3.25 1.16 0.32  0.00
19 C -2.15 0.73 0.70  0.01
20 O -1.36 -0.09 0.14  0.04
21 C -1.59 1.32 2.01  0.00
22 C -1.63 2.86 2.00  0.00
23 Ge -0.75 3.63 0.44  0.00
24 C -1.44 3.12 -1.30  0.00
25 C -0.67 2.38 -2.19  0.00
26 C -1.20 1.95 -3.40  0.00
27 C -2.51 2.26 -3.73  0.00
28 C -3.30 2.99 -2.84  0.00
29 C -2.76 3.42 -1.63  0.00
30 C 1.18 3.27 0.49  0.00
31 C 1.77 2.54 1.51  0.00
32 C 3.15 2.32 1.53  0.00
33 C 3.95 2.84 0.52  0.00
34 C 3.37 3.59 -0.49  0.00
35 C 2.00 3.80 -0.51  0.00
36 C -0.91 5.59 0.61  0.00
37 C -1.39 6.40 -0.42  0.00
38 C -1.44 7.79 -0.29  0.00
39 C -1.00 8.39 0.88  0.00
40 C -0.52 7.61 1.91  0.00
41 C -0.48 6.22 1.77  0.00
42 H -0.57 0.96 2.13  0.00
43 H -2.19 0.92 2.84  0.00
44 H -1.15 3.28 2.88  0.00
45 H -2.66 3.21 1.98  0.00
46 H 0.34 2.09 -1.92  0.00
47 H -0.60 1.36 -4.08  0.00
48 H -2.94 1.90 -4.66  0.00
49 H -4.33 3.20 -3.07  0.00
50 H -3.39 3.95 -0.93  0.00
51 H 1.16 2.10 2.29  0.00
52 H 3.58 1.71 2.31  0.00
53 H 5.02 2.66 0.53  0.00
54 H 4.00 4.00 -1.28  0.00
55 H 1.56 4.38 -1.32  0.00
56 H -1.73 5.94 -1.35  0.00
57 H -1.82 8.40 -1.10  0.00
58 H -1.03 9.47 0.98  0.00
59 H -0.17 8.07 2.83  0.00
60 H -0.09 5.61 2.59  0.00
61 C -1.89 -7.50 0.73  0.00
62 C -0.70 -6.90 -0.04  0.01
63 C 0.61 -7.31 0.65  0.00
64 C -0.71 -7.45 -1.47  0.00
65 C -0.82 -5.43 -0.07  0.04
66 C -0.90 -4.20 -0.11  0.00
67 H -1.82 -8.60 0.75  0.00
68 H -2.83 -7.21 0.26  0.00
69 H -1.90 -7.13 1.76  0.00
70 H 0.72 -8.40 0.66  0.00
71 H 0.62 -6.94 1.68  0.00
72 H 1.46 -6.87 0.13  0.00
73 H -0.61 -8.54 -1.48  0.00
74 H 0.12 -7.02 -2.04  0.00
75 H -1.64 -7.17 -1.98  0.00
76 C -4.78 -3.07 1.26  0.00
77 C -4.29 -2.88 -0.18  0.01
78 C -5.26 -1.99 -0.95  0.00
79 O -3.04 -2.34 -0.19  0.07
80 H -5.77 -3.55 1.29  0.00
81 H -4.83 -2.09 1.75  0.00
82 H -4.06 -3.70 1.79  0.00
83 H -4.29 -3.88 -0.66  0.00
84 H -5.26 -0.99 -0.49  0.00
85 H -6.28 -2.40 -0.95  0.00
86 H -4.92 -1.88 -1.98  0.00


No. 4
The following is a DFT calculation (ωB97M-V/def2-TZVPD) of C39H39InN3O8S as an isolated structure in a non-equilibrium geometry.

* relative energy (zero: lowest compared OMol25 entry of this formula, charge and spin): 0.0 kJ/mol
* E_HOMO: -0.1928 Eh
* total energy: -77940.1053 eV
* gap between HOMO and LUMO: 7.85 eV
* max |F|: 2.07 eV Å⁻¹
* net charge: -1

Last column: Mulliken charge in e.
CARTESIAN COORDINATES (ANGSTROEM)
1 In -0.12 0.11 -0.21  1.76
2 C 5.43 -3.64 -0.03  -1.97
3 C 3.94 -3.45 0.25  1.15
4 C 3.28 -4.80 0.58  -1.68
5 O 3.33 -2.89 -0.88  -0.13
6 C 2.45 -1.85 -0.49  -1.11
7 C 2.86 -1.52 0.95  -0.73
8 O 3.78 -2.54 1.31  -0.28
9 C 1.71 -1.41 2.01  2.88
10 O 0.67 -0.62 1.59  -0.72
11 C 2.30 -0.78 3.28  -0.54
12 C 1.41 -0.17 4.16  -0.53
13 C 1.85 0.45 5.31  -0.73
14 C 3.20 0.45 5.62  -0.71
15 C 4.09 -0.18 4.77  -1.05
16 C 3.65 -0.78 3.60  0.14
17 C 1.21 -2.81 2.39  -0.17
18 C 1.79 -3.54 3.41  -0.28
19 C 1.30 -4.78 3.77  -0.81
20 C 0.22 -5.32 3.09  -0.68
21 C -0.37 -4.61 2.07  -0.77
22 C 0.11 -3.36 1.72  -0.11
23 C 2.60 -0.66 -1.49  2.60
24 O 1.60 0.28 -1.35  -1.14
25 C 2.52 -1.14 -2.94  -0.54
26 C 1.93 -2.33 -3.34  -0.24
27 C 1.81 -2.64 -4.69  -1.12
28 C 2.27 -1.76 -5.66  -0.57
29 C 2.84 -0.56 -5.27  -0.94
30 C 2.96 -0.26 -3.92  -0.22
31 C 3.96 0.00 -1.29  0.23
32 C 4.03 1.23 -0.66  -0.53
33 C 5.25 1.86 -0.47  -0.94
34 C 6.42 1.25 -0.90  -0.60
35 C 6.35 0.03 -1.55  -1.01
36 C 5.13 -0.60 -1.74  -0.19
37 H 5.56 -4.21 -0.94  0.34
38 H 5.89 -4.16 0.81  0.43
39 H 5.90 -2.66 -0.14  0.44
40 H 3.52 -5.52 -0.21  0.46
41 H 2.20 -4.66 0.62  0.24
42 H 3.63 -5.17 1.54  0.33
43 H 1.41 -2.18 -0.54  0.89
44 H 3.38 -0.55 0.97  0.92
45 H 0.36 -0.20 3.92  0.51
46 H 1.14 0.94 5.96  0.35
47 H 3.55 0.93 6.52  0.38
48 H 5.14 -0.22 5.02  0.43
49 H 4.36 -1.27 2.96  0.48
50 H 2.64 -3.13 3.95  0.47
51 H 1.76 -5.32 4.59  0.41
52 H -0.17 -6.30 3.37  0.38
53 H -1.21 -5.02 1.53  0.46
54 H -0.36 -2.79 0.93  0.03
55 H 1.57 -3.03 -2.61  0.49
56 H 1.36 -3.57 -4.99  0.45
57 H 2.18 -2.00 -6.71  0.40
58 H 3.21 0.14 -6.01  0.42
59 H 3.39 0.69 -3.62  0.46
60 H 3.11 1.70 -0.33  0.37
61 H 5.28 2.83 0.02  0.45
62 H 7.37 1.74 -0.75  0.39
63 H 7.26 -0.44 -1.91  0.43
64 H 5.08 -1.55 -2.25  0.68
65 O -0.39 1.93 1.30  -0.81
66 N -1.01 1.53 2.34  0.60
67 C -0.70 2.09 3.52  -0.35
68 C -1.34 1.75 4.69  -0.60
69 C -2.30 0.75 4.67  -0.49
70 C -2.60 0.16 3.46  -0.73
71 C -1.97 0.56 2.28  0.77
72 S -2.44 -0.09 0.78  -0.55
73 H 0.08 2.83 3.46  0.39
74 H -1.07 2.26 5.60  0.54
75 H -2.79 0.43 5.58  0.37
76 H -3.33 -0.63 3.38  0.43
77 C -3.10 3.05 -2.85  -0.85
78 N -1.79 2.75 -3.39  -0.20
79 C -0.84 2.13 -2.63  0.42
80 N 0.29 1.78 -3.28  -0.38
81 O -0.95 2.07 -1.40  -0.65
82 H -3.45 4.00 -3.25  0.29
83 H -3.00 3.12 -1.77  0.27
84 H -3.82 2.27 -3.09  0.28
85 H -1.73 2.62 -4.38  0.21
86 H 0.19 1.42 -4.22  0.29
87 H 0.90 1.22 -2.68  0.44
88 O -1.33 -0.52 -2.93  -0.53
89 C -1.17 -1.61 -2.41  -0.55
90 O -0.66 -1.87 -1.30  -0.14
91 H -1.51 -2.53 -2.97  0.30